# 1
The following is a DFT calculation (ωB97M-V/def2-TZVPD) of C3H3F3 as an isolated structure in a non-equilibrium geometry.

XYZ file:
```
9
Properties=species:S:1:pos:R:3:forces:R:3
C -0.02022 -0.40520 -0.16183 0.6 -2.3 -1.2
C 0.20207 0.82209 0.21767 3.9 1.5 -3.0
C 1.66248 1.90002 -0.71684 -1.8 -3.1 3.1
F 2.33994 1.19322 -1.60811 -0.1 -0.4 0.0
F 1.17053 2.93517 -1.31242 -0.6 1.2 -0.3
F 2.54217 2.28812 0.25514 -0.8 -0.1 -0.7
H -0.72695 -1.15907 0.29659 0.7 1.3 -0.3
H 0.60981 -0.88813 -0.99685 -1.1 1.0 1.2
H -0.10638 1.40551 1.01788 -0.9 0.8 1.2
```
Positions in Å, forces in eV/Å.

Summary:
E_tot	-11309.6900	eV
relative energy (zero: lowest compared OMol25 entry of this formula, charge and spin)	43.08	kcal per mole
E_HOMO	-10.8	eV
maximum force	5.10	eV Å⁻¹
LUMO level	1.04	eV

---

# 2
The following is a DFT calculation (ωB97M-V/def2-TZVPD) of a 13-piece molecular cluster, H26O13 overall in a non-equilibrium geometry.

XYZ file:
```
39
Properties=species:S:1:pos:R:3:forces:R:3
O -10.27300 -16.83600 -2.44800 -0.9 1.1 0.9
H -9.44500 -17.18700 -2.71900 1.4 -0.8 -0.6
H -10.91600 -17.10500 -3.09100 -0.3 -0.1 -0.6
O -5.52800 -17.22600 -2.49400 -0.4 1.1 -0.9
H -5.50800 -16.26500 -2.69800 0.3 -1.0 0.2
H -4.63800 -17.59100 -2.57300 0.1 0.0 0.3
O -7.00500 -19.39500 -4.94200 0.6 -0.2 0.4
H -6.23600 -19.27400 -5.48400 0.8 0.2 -0.4
H -7.66000 -19.68000 -5.55600 -1.2 -0.6 -0.6
O -7.97300 -18.53900 -2.69800 -1.5 0.0 0.3
H -7.55500 -18.68600 -3.53200 0.4 -0.2 -1.1
H -7.32900 -18.03000 -2.24000 0.9 0.6 1.0
O -8.58400 -17.31800 0.23600 -0.2 0.3 0.0
H -8.04100 -16.55100 0.34100 1.2 0.8 -0.4
H -9.22100 -17.07500 0.90000 -1.1 -0.7 0.4
O -8.18300 -17.65400 -6.88100 0.7 -1.0 -0.9
H -7.58300 -18.15300 -7.47000 -0.7 0.6 -0.4
H -7.72300 -17.86500 -6.07100 -0.2 0.7 0.9
O -10.90000 -18.91500 -0.76500 -2.9 -2.6 1.8
H -10.43500 -18.27300 -1.23600 0.6 2.1 -1.5
H -11.87900 -18.89600 -0.94500 1.9 0.5 0.0
O -9.12100 -20.91700 -1.89300 1.1 1.0 -1.4
H -10.00000 -21.10600 -2.20100 -0.7 -0.2 0.2
H -8.87900 -20.11900 -2.45200 -0.2 -1.1 1.4
O -5.26500 -17.04300 -5.41000 -1.5 -2.5 -0.8
H -4.80100 -16.26900 -5.28200 1.7 2.8 0.1
H -5.05000 -17.56500 -4.64300 0.0 -0.4 0.6
O -4.58100 -20.17000 -3.23500 -1.1 -0.1 -0.8
H -4.51200 -20.19600 -4.20800 0.2 -0.2 0.6
H -5.51000 -20.48100 -3.10800 1.0 0.3 0.1
O -4.25800 -17.53800 -0.19700 -0.3 -0.1 0.0
H -5.12400 -17.61300 -0.64600 0.5 -0.4 0.7
H -3.91500 -16.70400 -0.51100 0.2 0.4 0.1
O -7.69000 -15.59200 -4.78800 -0.9 0.9 0.4
H -7.60500 -15.19000 -3.92000 -0.4 0.2 0.1
H -6.95100 -16.17100 -4.82700 1.1 -1.0 -0.4
O -6.71900 -19.21300 -0.15100 1.3 -0.5 -0.3
H -6.88700 -19.76500 -0.92800 -0.4 0.3 0.5
H -7.42200 -18.57100 -0.04900 -0.8 -0.2 0.0
```
Positions in Å, forces in eV/Å.

Summary:
E_tot	-27038.8080	eV
relative energy (zero: lowest compared OMol25 entry of this formula, charge and spin)	72.39	kcal per mole
E_HOMO	-10.0	eV
maximum force	4.30	eV Å⁻¹
LUMO level	-0.65	eV

---

# 3
The following is a DFT calculation (ωB97M-V/def2-TZVPD) of one molecule with the formula C22H21F2NO2.

XYZ file:
```
48
Properties=species:S:1:pos:R:3:forces:R:3
C 1.60296 -6.46394 1.03654 0.1 -0.1 0.2
O 0.74722 -5.76759 0.16446 -0.2 0.2 -0.2
C 0.09797 -4.66492 0.62950 -0.1 0.1 0.0
C 0.21140 -4.15265 1.91589 0.3 -0.4 -0.1
C -0.49965 -3.01712 2.27225 -0.2 0.1 -0.1
C -1.33344 -2.37683 1.37144 -0.1 0.0 0.3
C -2.06715 -1.11032 1.72627 0.1 0.0 0.0
N -1.45579 0.01651 1.02805 -0.3 0.3 0.0
C -0.19631 0.42566 1.61258 0.1 0.2 0.1
C 0.55207 1.49190 0.77410 -0.3 -0.4 -0.1
O 1.60131 2.01417 1.58044 0.0 0.2 0.2
C 1.13560 0.93430 -0.51483 0.1 -0.1 0.2
C 2.13412 1.67096 -1.14440 -0.1 -0.1 0.0
C 2.72112 1.21792 -2.31041 0.0 -0.1 -0.1
C 2.29389 0.01459 -2.84139 -0.1 0.0 0.1
F 2.86487 -0.44045 -3.97807 0.0 0.0 0.1
C 1.29802 -0.73280 -2.24173 0.2 0.0 -0.3
C 0.71797 -0.26552 -1.07527 0.2 0.1 0.0
C -0.39305 2.63870 0.45937 0.2 0.0 0.1
C -1.21565 2.58873 -0.66060 0.0 0.1 0.1
C -2.10086 3.61692 -0.92718 -0.2 0.2 0.0
C -2.14969 4.69631 -0.06374 0.1 -0.1 0.0
F -3.01259 5.70359 -0.32085 0.1 -0.1 0.0
C -1.34172 4.77096 1.05474 -0.2 0.1 -0.1
C -0.46537 3.73199 1.31223 0.0 -0.1 -0.1
C -1.44491 -2.89939 0.08535 0.1 -0.1 0.1
C -0.74197 -4.02387 -0.28399 0.1 -0.1 0.0
H 1.06229 -6.85367 1.90524 0.0 0.0 0.0
H 1.99978 -7.29640 0.45765 0.0 0.0 0.1
H 2.43140 -5.83363 1.37626 0.0 0.0 0.0
H 0.84756 -4.62303 2.64919 0.1 -0.1 0.0
H -0.40012 -2.63189 3.27767 0.0 0.1 0.1
H -2.07078 -0.97049 2.82047 0.0 0.0 -0.1
H -3.10304 -1.18346 1.38567 0.0 0.0 0.1
H -2.09341 0.80595 1.01209 0.1 -0.1 0.0
H -0.32139 0.85126 2.62510 0.1 -0.1 -0.1
H 0.44106 -0.46125 1.69737 0.0 0.1 0.0
H 2.24649 1.31378 1.72605 0.0 0.0 0.0
H 2.45065 2.60616 -0.70718 0.0 0.1 0.0
H 3.49603 1.78096 -2.80589 0.1 0.0 -0.1
H 0.98557 -1.66631 -2.68221 0.0 -0.1 -0.1
H -0.06989 -0.83242 -0.60869 0.0 0.0 0.0
H -1.16467 1.74008 -1.32441 0.0 -0.1 -0.1
H -2.74495 3.59187 -1.79187 -0.1 0.0 -0.1
H -1.40336 5.62778 1.70686 0.0 0.1 0.0
H 0.18098 3.76905 2.17402 0.1 0.0 0.1
H -2.09313 -2.41165 -0.62748 -0.1 0.1 -0.1
H -0.82478 -4.43535 -1.27746 0.0 -0.1 -0.1
```
Positions in Å, forces in eV/Å.

Summary:
E_tot	-34174.6862	eV
relative energy (zero: lowest compared OMol25 entry of this formula, charge and spin)	1.62	kcal per mole
E_HOMO	-8.6	eV
maximum force	0.51	eV Å⁻¹
SMILES	COc1ccc(CNCC(O)(c2ccc(F)cc2)c2ccc(F)cc2)cc1
LUMO level	0.64	eV

---

# 4
The following is a DFT calculation (ωB97M-V/def2-TZVPD) of an isolated ion of composition C17H22NO and charge +1 in a non-equilibrium geometry.

XYZ file:
```
41
Properties=species:S:1:pos:R:3:forces:R:3
C 3.27699 -1.23071 -0.54843 -0.4 -0.6 -0.8
N 3.65445 -0.22312 0.46255 0.0 0.4 -0.1
C 5.07862 -0.34143 0.81601 0.9 0.0 0.2
C 2.76880 -0.28791 1.66056 -0.9 0.2 0.5
C 1.55140 0.61892 1.48000 0.0 0.0 0.1
O 0.96624 0.32237 0.23884 0.2 -0.1 0.0
C -0.35502 0.86370 0.05543 -0.3 0.2 -0.2
C -1.32654 0.27290 1.04585 0.1 0.1 0.1
C -2.20538 1.08424 1.75035 0.2 -0.1 -0.1
C -3.09728 0.52696 2.65051 -0.1 0.0 0.1
C -3.10917 -0.84159 2.86081 -0.1 0.1 0.0
C -2.23057 -1.65534 2.16452 0.1 -0.1 0.0
C -1.34469 -1.10127 1.25868 0.0 0.1 0.0
C -0.72322 0.59055 -1.39067 0.1 0.0 0.1
C -1.94765 0.04464 -1.74749 0.0 0.1 0.1
C -2.24726 -0.18094 -3.08059 0.0 0.0 -0.1
C -1.32873 0.13110 -4.06726 -0.1 0.0 0.0
C -0.10683 0.68051 -3.71731 0.1 0.0 0.0
C 0.19091 0.91256 -2.38727 0.0 0.0 0.0
H 2.22061 -1.11741 -0.78869 0.2 0.0 0.1
H 3.86642 -1.09261 -1.45262 0.1 0.1 0.1
H 3.45995 -2.22919 -0.15605 0.1 0.1 0.1
H 3.49479 0.69675 0.03460 0.1 -0.2 0.1
H 5.69452 -0.29682 -0.08065 -0.1 0.0 0.0
H 5.25285 -1.29529 1.31166 -0.1 0.0 0.0
H 5.37743 0.46438 1.48390 -0.2 0.0 0.0
H 3.32219 0.03032 2.54468 0.1 0.0 -0.1
H 2.44755 -1.32150 1.79499 0.1 0.0 -0.1
H 0.84705 0.44016 2.30332 0.2 0.0 0.0
H 1.85247 1.67996 1.51571 0.0 -0.1 0.0
H -0.30004 1.95558 0.20516 0.0 -0.2 0.0
H -2.19855 2.15212 1.58543 0.0 0.1 0.0
H -3.78255 1.16341 3.18873 -0.1 0.1 0.1
H -3.80443 -1.27418 3.56333 -0.1 0.0 0.1
H -2.24094 -2.72330 2.32144 0.0 -0.1 0.0
H -0.66667 -1.73128 0.70004 0.0 -0.1 -0.1
H -2.67397 -0.19899 -0.98757 -0.1 0.0 0.0
H -3.20455 -0.60203 -3.34645 -0.1 0.0 0.0
H -1.56518 -0.04617 -5.10494 0.0 0.0 -0.1
H 0.61122 0.93708 -4.48178 0.1 0.0 -0.1
H 1.13873 1.35695 -2.11752 0.1 0.1 0.0
```
Positions in Å, forces in eV/Å.

Summary:
E_tot	-21517.1914	eV
net charge	+1
relative energy (zero: lowest compared OMol25 entry of this formula, charge and spin)	9.00	kcal per mole
E_HOMO	-11.8	eV
maximum force	1.06	eV Å⁻¹
SMILES	C[NH+](C)CCOC(c1ccccc1)c1ccccc1
LUMO level	-2.70	eV

---

> maximum force of number 2 (H26O13)?

4.30 eV Å⁻¹

---

> Look up the relative energy (zero: lowest compared OMol25 entry of this formula, charge and spin) of the second one.

72.39 kcal per mole